DFT (wB97M-V/def2-TZVPD) results for one molecule with the formula C10H12F2N2O3.

The geometry in XYZ format:
```
29
C10H12F2N2O3 (wB97M-V/def2-TZVPD)
F 3.17 -0.77 -1.33
F 1.97 0.97 -1.90
O 0.86 -2.07 -0.51
O 0.76 0.48 2.27
O 0.68 2.03 0.57
N -2.30 -0.20 -2.79
N -0.95 0.83 -1.43
C -1.15 -2.46 -2.93
C 0.82 -0.93 -0.99
C -0.73 0.36 4.16
C -0.40 -0.43 -1.58
C 2.10 -0.03 -0.99
C -1.26 -1.06 -2.43
C -0.44 1.07 2.87
C -2.09 0.94 -2.19
C 1.17 1.06 1.12
C 2.41 0.50 0.39
H -0.47 1.60 -0.96
H -0.89 -0.70 3.99
H -1.61 0.83 4.59
H -0.33 2.13 3.07
H 2.81 -0.26 1.07
H 3.16 1.29 0.31
H -0.28 -2.99 -2.47
H 0.08 0.48 4.88
H -1.30 0.95 2.21
H -1.07 -2.42 -4.01
H -2.70 1.86 -2.26
H -2.02 -3.08 -2.73
```

Calculated values
**Largest force on an atom**: 2.36 eV Å⁻¹
**SMILES string**: CCOC(=O)CC(F)(F)C(=O)c1[nH]cnc1C
**Kohn-Sham gap**: 9.057 eV